Record 1
Density functional theory data (ωB97M-V with the def2-TZVPD basis set) for C44H43N2O3P2Sc as an isolated structure.

Calculated values
* lowest unoccupied orbital energy: -7.0 eV
* spin multiplicity: 1
* total charge: +2

Geometry (Å):
C  1.243  -2.684  -3.635
C  0.096  -2.940  -2.849
C  -0.986  -3.626  -3.414
C  -0.912  -4.092  -4.727
C  0.230  -3.841  -5.505
C  1.300  -3.133  -4.952
P  0.049  -2.276  -1.140
C  -1.392  -3.156  -0.416
C  -2.532  -2.350  -0.218
C  -3.634  -2.898  0.427
C  -3.608  -4.223  0.874
C  -2.488  -5.037  0.641
C  -1.369  -4.498  0.003
Sc  -0.710  0.078  -0.179
P  -0.049  2.572  -0.999
C  -1.122  3.289  -2.305
C  -0.599  3.987  -3.404
C  -1.448  4.449  -4.411
C  -2.824  4.182  -4.350
C  -3.341  3.434  -3.283
C  -2.502  2.983  -2.271
C  -0.506  3.551  0.480
C  0.352  3.462  1.594
C  -0.101  3.833  2.851
C  -1.381  4.385  2.987
C  -2.183  4.590  1.857
C  -1.744  4.185  0.605
C  1.569  3.390  -1.294
C  2.713  2.588  -1.447
C  3.951  3.156  -1.729
C  4.076  4.551  -1.793
C  2.942  5.359  -1.613
C  1.686  4.788  -1.397
C  1.468  -3.198  -0.415
C  2.171  -4.212  -1.079
C  3.321  -4.754  -0.505
C  3.757  -4.351  0.769
C  2.989  -3.419  1.487
C  1.875  -2.849  0.892
H  1.364  3.071  1.458
H  0.550  3.719  3.725
H  -1.740  4.671  3.976
H  -3.164  5.066  1.958
H  -2.373  4.329  -0.276
H  0.479  4.162  -3.482
H  -1.035  5.009  -5.251
H  -3.484  4.545  -5.135
H  -4.408  3.204  -3.237
H  -2.919  2.388  -1.448
H  2.620  1.506  -1.340
H  4.817  2.509  -1.902
H  5.047  4.997  -1.998
H  3.035  6.445  -1.678
H  0.788  5.420  -1.353
H  1.821  -4.576  -2.055
H  3.891  -5.502  -1.064
H  4.668  -4.753  1.206
H  3.269  -3.134  2.510
H  1.305  -2.086  1.438
H  -2.619  -1.315  -0.632
H  -4.507  -2.256  0.570
H  -4.462  -4.624  1.417
H  -2.485  -6.081  0.976
H  -0.467  -5.102  -0.132
H  -1.886  -3.808  -2.817
H  -1.753  -4.641  -5.145
H  0.271  -4.191  -6.537
H  2.189  -2.919  -5.554
H  2.071  -2.113  -3.205
H  0.507  0.187  -3.262
H  1.104  0.185  -2.874
C  -1.584  -2.354  3.717
C  -0.156  -1.872  3.961
C  0.195  -0.377  3.686
C  -0.662  0.640  4.492
C  -2.137  0.851  4.177
C  1.685  -0.142  4.036
O  2.123  -0.211  5.196
N  2.566  0.158  3.008
C  2.275  0.340  1.641
O  3.174  0.493  0.835
N  0.895  0.279  1.337
C  -0.001  -0.109  2.277
O  -1.195  -0.210  1.795
H  -2.263  -2.088  4.541
H  -1.605  -3.455  3.607
H  -2.000  -1.951  2.782
H  0.161  -2.054  4.997
H  0.505  -2.472  3.320
H  -0.576  0.302  5.531
H  -0.169  1.617  4.400
H  -2.672  -0.097  4.093
H  -2.604  1.402  5.007
H  -2.337  1.464  3.286
H  3.533  0.258  3.284

=====

Record 2
Density functional theory data (ωB97M-V with the def2-TZVPD basis set) for C44H43N4O6S4Sn as an isolated structure.

Calculated values
* lowest unoccupied orbital energy: -2.2 eV
* spin multiplicity: 1
* total charge: +1

Geometry (Å):
Sn  -1.664  -1.442  -0.811
O  -6.414  -2.255  1.987
C  -5.355  -1.865  1.264
O  -4.815  -2.546  0.439
C  -4.919  -0.480  1.685
O  -4.167  0.088  0.627
C  -3.086  0.904  1.034
C  -2.036  0.077  1.824
O  -1.849  0.391  2.975
O  -1.537  -0.960  1.232
H  -6.620  -3.170  1.731
H  -5.789  0.135  1.932
H  -4.322  -0.601  2.597
H  -3.354  1.508  -0.889
H  -3.433  1.735  1.667
N  0.317  -1.701  -1.247
S  1.690  -1.510  -0.724
N  2.038  -0.597  0.522
S  1.422  0.896  0.616
N  0.188  1.255  -0.082
S  -1.640  2.762  -0.196
N  -2.566  1.354  -0.262
C  -1.255  2.968  -1.926
C  0.052  3.278  -2.257
C  0.358  3.536  -3.584
C  -0.622  3.435  -4.560
C  -1.925  3.107  -4.211
C  -2.253  2.890  -2.884
C  -2.930  4.023  -0.081
C  -4.295  3.823  -0.205
C  -5.156  4.903  -0.074
C  -4.656  6.171  0.180
C  -3.290  6.365  0.318
C  -2.427  5.288  0.201
C  1.479  1.132  2.386
C  0.675  2.136  2.896
C  0.738  2.441  4.248
C  1.604  1.743  5.072
C  2.409  0.736  4.551
C  2.355  0.429  3.202
C  2.817  1.940  0.170
C  2.585  3.311  0.175
C  3.603  4.181  -0.177
C  4.849  3.679  -0.535
C  5.076  2.314  -0.521
C  4.062  1.436  -0.155
C  2.730  -0.961  -2.077
C  2.149  -0.145  -3.035
C  2.943  0.367  -4.052
C  4.293  0.059  -4.108
C  4.862  -0.763  -3.145
C  4.082  -1.275  -2.121
C  2.452  -3.043  -0.252
C  2.977  -3.255  1.006
C  3.488  -4.510  1.312
C  3.469  -5.521  0.366
C  2.931  -5.294  -0.896
C  2.410  -4.050  -1.209
H  0.819  3.295  -1.501
H  1.372  3.795  -3.850
H  -0.374  3.620  -5.595
H  -2.692  3.039  -4.968
H  -3.285  2.697  -2.624
H  -4.720  2.844  -0.386
H  -6.220  4.749  -0.167
H  -5.334  7.006  0.281
H  -2.897  7.348  0.528
H  -1.362  5.435  0.325
H  -0.018  2.656  2.248
H  0.095  3.208  4.658
H  1.647  1.974  6.128
H  3.077  0.188  5.200
H  2.977  -0.348  2.787
H  1.614  3.694  0.462
H  3.429  5.249  -0.168
H  5.644  4.358  -0.811
H  6.049  1.924  -0.786
H  4.240  0.372  -0.119
H  1.092  0.075  -2.975
H  2.501  0.998  -4.810
H  4.904  0.451  -4.909
H  5.913  -1.010  -3.196
H  4.520  -1.917  -1.370
H  2.961  -2.463  1.736
H  3.893  -4.696  2.296
H  3.872  -6.494  0.611
H  2.920  -6.085  -1.632
H  1.976  -3.859  -2.180
O  0.009  -3.913  1.318
S  -1.098  -4.412  0.455
C  -0.686  -6.112  -0.044
C  -1.844  -7.007  0.379
C  -2.298  -6.463  1.733
C  -2.464  -4.964  1.520
H  0.217  -6.309  0.539
H  -0.442  -6.135  -1.103
H  -1.535  -8.051  0.422
H  -2.661  -6.938  -0.343
H  -1.532  -6.653  2.486
H  -3.225  -6.924  2.078
H  -2.393  -4.349  2.416
H  -3.389  -4.724  0.998

=====

Record 3
Density functional theory data (ωB97M-V with the def2-TZVPD basis set) for C44H43N8O4PtSi as an isolated structure.

Calculated values
* lowest unoccupied orbital energy (spin up / spin down): 1.3 / -0.2 eV
* spin multiplicity: 3
* total charge: -1

Geometry (Å):
Pt  1.705  -1.036  -0.434
C  -2.548  -5.399  -2.762
C  -2.503  -5.911  -1.466
C  -1.619  -5.415  -0.524
C  -0.790  -4.370  -0.896
C  0.176  -3.570  -0.168
N  0.513  -3.778  1.085
C  1.320  -2.982  1.773
C  1.781  -3.257  3.109
C  1.638  -4.355  3.950
C  2.241  -4.304  5.190
C  2.976  -3.186  5.597
C  3.131  -2.091  4.771
C  2.532  -2.126  3.518
C  2.507  -1.198  2.418
N  3.047  0.014  2.456
C  3.093  0.828  1.425
N  2.739  0.556  0.136
C  3.017  1.627  -0.664
N  2.933  1.689  -1.973
C  2.414  0.726  -2.719
N  1.756  -0.393  -2.298
C  1.257  -1.073  -3.369
N  0.449  -2.124  -3.352
C  0.133  -2.778  -2.259
N  0.688  -2.637  -1.020
C  -0.827  -3.860  -2.211
C  -1.705  -4.373  -3.151
C  1.709  -0.420  -4.571
C  1.609  -0.743  -5.917
C  2.256  0.063  -6.832
C  2.969  1.195  -6.426
C  3.056  1.543  -5.092
C  2.437  0.722  -4.159
C  3.557  2.686  0.160
C  3.961  3.979  -0.128
C  4.434  4.759  0.912
C  4.513  4.251  2.209
C  4.121  2.957  2.505
C  3.621  2.177  1.475
N  1.807  -1.764  1.392
H  -3.262  -5.806  -3.468
H  -3.178  -6.713  -1.197
H  -1.576  -5.810  0.479
H  1.069  -5.216  3.632
H  2.152  -5.142  5.867
H  3.433  -3.192  6.577
H  3.699  -1.226  5.079
H  -1.722  -3.975  -4.153
H  1.051  -1.616  -6.220
H  2.227  -0.185  -7.884
H  3.471  1.795  -7.174
H  3.598  2.416  -4.764
H  3.908  4.353  -1.138
H  4.739  5.780  0.724
H  4.893  4.887  2.996
H  4.190  2.556  3.504
C  -0.352  3.479  3.096
C  -1.106  2.197  2.720
C  -0.395  0.962  3.270
C  -2.536  2.241  3.273
O  -1.144  2.169  1.315
Si  -1.515  0.913  0.321
O  -0.316  0.085  -0.244
O  -2.638  0.054  1.162
C  -3.626  -0.809  0.666
C  -4.051  -1.687  1.849
C  -4.804  0.020  0.140
C  -3.073  -1.671  -0.466
O  -2.359  1.554  -0.944
C  -2.113  2.742  -1.642
C  -2.734  3.902  -0.855
C  -2.812  2.603  -3.001
C  -0.613  2.978  -1.823
H  -0.331  3.616  4.174
H  -0.843  4.337  2.640
H  0.667  3.427  2.721
H  -0.263  1.042  4.345
H  0.574  0.850  2.797
H  -0.984  0.081  3.040
H  -2.526  2.223  4.361
H  -3.064  1.372  2.896
H  -3.051  3.136  2.929
H  -4.367  -1.060  2.682
H  -3.202  -2.283  2.173
H  -4.869  -2.346  1.571
H  -5.247  0.613  0.937
H  -5.560  -0.628  -0.298
H  -4.413  0.696  -0.614
H  -2.124  -2.093  -0.159
H  -2.890  -1.049  -1.336
H  -3.763  -2.470  -0.720
H  -3.805  3.741  -0.749
H  -2.554  4.849  -1.357
H  -2.287  3.912  0.133
H  -3.862  2.361  -2.846
H  -2.356  1.801  -3.574
H  -2.741  3.531  -3.562
H  -0.162  3.182  -0.858
H  -0.437  3.812  -2.496
H  -0.149  2.080  -2.219

=====

Record 4
Density functional theory data (ωB97M-V with the def2-TZVPD basis set) for C44H44BrHfN4O6 as an isolated structure.

Calculated values
* lowest unoccupied orbital energy: -3.9 eV
* spin multiplicity: 1
* total charge: +1

Geometry (Å):
Hf  -0.026  -2.001  -0.156
O  -2.351  -5.096  -2.353
C  -1.556  -4.432  -1.564
O  -1.873  -3.431  -0.967
C  -0.192  -4.999  -1.377
C  0.240  -6.245  -1.749
C  1.531  -6.623  -1.369
C  2.321  -5.749  -0.647
C  1.807  -4.504  -0.334
N  0.575  -4.151  -0.691
C  2.550  -3.445  0.473
O  3.725  -3.584  0.687
O  1.756  -2.472  0.842
H  -3.216  -4.658  -2.382
H  -0.416  -6.905  -2.304
H  1.904  -7.607  -1.630
H  3.323  -5.998  -0.322
C  -1.118  0.294  7.389
C  -2.216  -0.222  6.446
C  -2.732  -1.560  6.981
C  -3.388  0.774  6.429
C  -1.642  -0.354  5.033
C  -1.607  -1.556  4.343
C  -1.072  -1.558  3.076
Br  -1.076  -3.250  2.116
C  -0.562  -0.451  2.406
O  -0.119  -0.584  1.138
C  -0.582  0.771  3.097
C  -1.122  0.765  4.380
C  -0.055  2.133  2.562
C  0.532  2.132  1.140
C  1.060  2.624  3.503
C  -1.214  3.146  2.562
H  -1.502  0.357  8.413
H  -0.769  1.291  7.099
H  -0.257  -0.382  7.388
H  -3.158  -1.409  7.976
H  -1.925  -2.295  7.073
H  -3.520  -1.975  6.343
H  -3.820  0.867  7.432
H  -4.175  0.433  5.747
H  -3.069  1.770  6.109
H  -1.977  -2.481  4.773
H  -1.133  1.708  4.918
H  1.408  1.479  1.069
H  0.854  3.153  0.910
H  -0.200  1.829  0.390
H  1.883  1.902  3.531
H  0.702  2.768  4.526
H  1.453  3.582  3.147
H  -2.013  2.809  1.894
H  -0.856  4.119  2.207
H  -1.640  3.290  3.561
C  -0.219  3.541  -6.338
C  1.055  3.238  -5.579
C  2.258  3.008  -6.237
C  3.422  2.723  -5.535
C  3.416  2.668  -4.146
N  4.670  2.410  -3.508
C  4.988  1.981  -2.243
O  6.040  2.242  -1.705
N  4.050  1.157  -1.596
C  3.351  0.081  -2.140
C  3.527  -0.419  -3.429
C  2.809  -1.536  -3.826
C  1.913  -2.122  -2.961
N  1.716  -1.631  -1.737
C  2.419  -0.560  -1.343
C  2.222  2.912  -3.472
C  1.065  3.187  -4.188
H  -0.018  3.718  -7.395
H  -0.714  4.427  -5.934
H  -0.927  2.709  -6.267
H  2.292  3.052  -7.322
H  4.350  2.544  -6.074
H  5.469  2.807  -3.968
H  4.207  1.134  -0.603
H  4.236  0.044  -4.103
H  2.948  -1.954  -4.815
H  1.348  -3.001  -3.242
H  2.249  -0.215  -0.327
H  2.189  2.927  -2.391
H  0.147  3.380  -3.640
C  -4.236  1.727  0.063
C  -3.812  0.568  0.750
C  -2.877  -0.253  0.192
C  -2.282  0.018  -1.073
C  -1.234  -0.823  -1.623
C  -0.929  -0.580  -2.952
C  -1.514  0.458  -3.720
C  -2.386  1.327  -3.137
C  -2.795  1.129  -1.795
C  -3.751  1.987  -1.186
H  -4.969  2.386  0.516
H  -4.242  0.327  1.719
H  -2.626  -1.169  0.710
H  -0.181  -1.174  -3.459
H  -1.212  0.590  -4.756
H  -2.792  2.169  -3.696
H  -4.113  2.847  -1.750

=====

The strongest force on any atom results, record by record, are as follows: 0.0607, 0.0118, 0.0306, 0.0245 hartree/bohr.